1.
ORCA calculation (wB97M-V/def2-TZVPD) on C18H20ClN2O9S2Sc as an isolated structure at a distorted geometry.

XYZ file:
```
53
Properties=species:S:1:pos:R:3
Sc -0.329 1.883 0.120
O -2.414 2.080 -0.432
Cl -2.208 2.375 -1.887
O -3.002 3.468 -2.304
O -2.452 1.190 -2.658
O -0.756 2.707 -1.916
O -0.290 0.051 -1.094
C 0.786 -0.854 -0.782
C 1.916 0.054 -0.217
O 3.026 -0.371 -0.020
O 1.517 1.273 0.064
C 1.189 -1.628 -2.042
C 0.348 -1.715 -3.148
C 0.706 -2.459 -4.266
C 1.912 -3.137 -4.288
C 2.747 -3.074 -3.182
C 2.391 -2.333 -2.067
C 0.303 -1.846 0.287
C -1.027 -2.250 0.269
C -1.497 -3.163 1.196
C -0.638 -3.698 2.150
C 0.692 -3.310 2.158
C 1.165 -2.386 1.231
H -0.721 -0.131 -1.933
H -0.622 -1.229 -3.196
H 0.037 -2.502 -5.115
H 2.196 -3.716 -5.157
H 3.690 -3.604 -3.183
H 3.052 -2.284 -1.216
H -1.710 -1.829 -0.458
H -2.538 -3.460 1.175
H -1.004 -4.415 2.875
H 1.375 -3.725 2.888
H 2.204 -2.087 1.249
C -3.280 1.054 2.699
N -2.079 0.772 3.480
C -0.886 0.636 2.895
N 0.218 0.483 3.641
O -0.798 0.603 1.641
H -4.138 0.932 3.356
H -3.359 0.343 1.881
H -3.270 2.067 2.298
H -2.101 0.956 4.468
H 0.215 0.665 4.628
H 1.098 0.544 3.155
C 1.578 4.596 -0.905
O 0.638 4.034 0.027
C 0.379 4.634 1.239
S 1.069 6.037 1.693
S -0.707 3.614 2.098
H 1.348 4.125 -1.856
H 2.591 4.359 -0.587
H 1.441 5.671 -0.949
```

## Properties
* energy: -95290.8379 eV
* F_max: 0.033 Eh/bohr
* gap between HOMO and LUMO: 8.34 eV
* LUMO energy: 0.15 eV

2.
ORCA calculation (wB97M-V/def2-TZVPD) on C18H20ClN3OS in the gas phase.

XYZ file:
```
44
Properties=species:S:1:pos:R:3
O 0.815 -3.966 -0.441
C 0.975 -2.762 -0.372
N -0.059 -1.894 -0.435
C -0.017 -0.456 -0.297
H 1.002 -0.080 -0.316
C -0.704 -0.044 1.012
N -2.058 -0.551 1.047
C -3.070 0.252 0.591
N -2.733 1.513 0.300
C -3.673 2.364 -0.071
C -5.008 2.031 -0.195
C -5.369 0.722 0.105
C -4.406 -0.179 0.501
H -4.690 -1.188 0.749
H -6.401 0.410 0.032
H -5.739 2.759 -0.508
H -3.320 3.365 -0.287
C -2.080 -1.990 0.920
H -3.095 -2.376 0.962
H -1.513 -2.413 1.756
C -1.412 -2.413 -0.398
H -1.359 -3.499 -0.478
H -1.976 -2.006 -1.244
H -0.739 1.041 1.089
H -0.153 -0.464 1.858
H -0.567 -0.013 -1.136
C 2.369 -2.175 -0.235
H 2.549 -1.384 -0.963
H 3.089 -2.983 -0.364
S 2.578 -1.478 1.443
C 3.983 -0.328 1.138
C 3.583 0.763 0.208
C 4.003 0.750 -1.119
C 3.585 1.720 -2.014
C 2.730 2.724 -1.593
C 2.302 2.762 -0.277
C 2.726 1.788 0.612
Cl 2.167 1.853 2.248
H 1.638 3.539 0.064
H 2.397 3.481 -2.285
H 3.926 1.688 -3.037
H 4.677 -0.028 -1.448
H 4.228 0.054 2.128
H 4.814 -0.912 0.748
```

## Properties
* structure (SMILES): O=C(CSCc1ccccc1Cl)N1CCN(c2ccccn2)CC1
* energy: -48866.9604 eV
* F_max: 0.012 Eh/bohr
* gap between HOMO and LUMO: 8.47 eV
* LUMO energy: 0.70 eV

3.
ORCA calculation (wB97M-V/def2-TZVPD) on C18H20CuN2O3Se2 as an isolated structure.

XYZ file:
```
46
Properties=species:S:1:pos:R:3
Cu -0.629 0.953 -0.527
O -1.618 -1.531 2.999
C -0.344 -1.702 3.419
C -0.134 -2.523 4.525
C 1.143 -2.733 5.002
C 2.237 -2.128 4.385
C 2.031 -1.316 3.290
C 0.747 -1.087 2.786
C 0.562 -0.218 1.601
O -0.655 -0.117 1.103
N 1.600 0.376 1.093
N 1.228 1.102 -0.025
C 2.123 1.765 -0.654
C 1.870 2.553 -1.833
C 2.979 3.197 -2.413
C 2.866 3.976 -3.537
C 1.599 4.129 -4.114
C 0.496 3.515 -3.572
C 0.584 2.707 -2.417
O -0.518 2.165 -1.965
H -1.555 -0.937 2.218
H -0.996 -2.981 4.991
H 1.292 -3.373 5.863
H 3.238 -2.293 4.761
H 2.862 -0.833 2.793
H 3.140 1.724 -0.265
H 3.948 3.064 -1.945
H 3.732 4.461 -3.965
H 1.482 4.739 -5.001
H -0.485 3.633 -4.015
C -3.886 -0.037 0.652
Se -3.135 0.871 -0.888
C -3.185 -0.641 -2.125
C -2.267 -1.793 -1.745
Se -0.415 -1.334 -2.146
C 0.412 -2.569 -0.899
H -4.932 -0.256 0.454
H -3.808 0.643 1.497
H -3.343 -0.948 0.874
H -2.915 -0.208 -3.089
H -4.223 -0.965 -2.193
H -2.550 -2.696 -2.283
H -2.306 -2.004 -0.676
H -0.053 -2.462 0.079
H 1.464 -2.301 -0.829
H 0.316 -3.589 -1.261
```

## Properties
* energy: -203445.9162 eV
* spin multiplicity: 2
* F_max: 0.004 Eh/bohr
* gap between HOMO and LUMO (spin up / spin down): 7.83 / 7.30 eV
* <S²>: 0.753
* LUMO energy (spin up / spin down): 0.25 / -0.22 eV